Entry from the OMol25 dataset: C26H46CeOP2 as an isolated structure at a distorted geometry (ωB97M-V/def2-TZVPD).

Structure (XYZ):
```
76
C26H46CeOP2, DFT ωB97M-V/def2-TZVPD
Ce -1.59344 0.89323 1.06001
C -3.40616 1.39275 -0.14431
C -3.44336 0.01096 0.29957
C -3.41680 1.38652 2.19027
C -3.36651 2.23082 1.00549
C -3.49309 0.02686 1.74427
C -3.51713 1.85887 -1.56470
H -3.26431 1.06185 -2.26844
H -2.86115 2.71100 -1.76214
H -4.54681 2.17252 -1.78366
C -3.32658 3.72659 1.02644
H -2.95312 4.12559 0.07968
H -2.66707 4.08122 1.82419
H -4.33111 4.13697 1.19602
C -3.46272 1.88785 3.60050
H -4.47483 2.21588 3.87515
H -2.78126 2.73505 3.72671
H -3.16094 1.10745 4.30502
C -3.73379 -1.16780 2.61664
H -4.80173 -1.24645 2.86057
H -3.18455 -1.09918 3.55975
H -3.44361 -2.09422 2.11478
C -3.66188 -1.18912 -0.57221
H -4.72681 -1.45931 -0.61929
H -3.11388 -2.05717 -0.19434
H -3.32346 -1.00243 -1.59510
C 4.30686 -0.69482 -3.43337
C 3.37045 -1.19378 -4.24903
C 3.07888 -2.61964 -4.63691
C 3.66470 -3.73258 -3.74020
C 3.19188 -3.64930 -2.30872
C 3.68044 -2.91012 -1.30565
C 4.84135 -1.95094 -1.28135
C 5.36008 -1.43017 -2.64001
H 3.41551 -2.78499 -5.67255
H 4.75428 -3.72869 -3.80240
H 1.98640 -2.73738 -4.66559
H 5.79348 -2.25074 -3.21454
H 4.30040 0.38629 -3.29207
H 2.70148 -0.47014 -4.71680
H 6.18480 -0.73771 -2.43341
H 4.54346 -1.08701 -0.67065
H 3.17104 -3.00112 -0.34549
H 5.67860 -2.41583 -0.73701
H 3.34193 -4.69424 -4.15655
H 2.31552 -4.25677 -2.08098
P -0.02799 0.79140 -0.58189
P -0.16398 -0.50059 2.12439
C 1.50276 -0.13814 -0.03137
C 1.55315 -0.19461 1.49892
H 2.40267 0.32106 -0.45491
H 1.42462 -1.15050 -0.44613
H 2.25396 -0.95600 1.86083
H 1.84099 0.77897 1.90799
C 0.02546 -0.33723 3.94318
H -0.88187 -0.64230 4.47630
H 0.25357 0.70365 4.19225
H 0.86944 -0.96423 4.24178
C -0.32709 -2.32831 1.92931
H 0.60154 -2.84160 2.20332
H -0.57859 -2.56225 0.89106
H -1.13495 -2.69674 2.56654
C 0.65408 2.38513 -1.19997
H -0.13561 3.04969 -1.56826
H 1.37128 2.16118 -1.99333
H 1.19151 2.87780 -0.38388
C -0.38046 -0.06924 -2.17437
H -0.86113 -1.03006 -1.97092
H 0.54440 -0.23911 -2.73714
H -1.05466 0.53603 -2.78579
C -0.37316 3.97271 3.12717
C -0.07022 2.85058 2.16428
O 1.09991 2.84567 1.84293
H -0.09827 4.93513 2.64494
H 0.25984 3.84709 4.03135
H -1.38665 4.10818 3.48380
```

Summary:
* Kohn-Sham gap: 5.33 eV
* E_tot: -61235.6632 eV
* F_max: 11.88 eV/A
* net charge: +2
* relative energy (zero: lowest compared OMol25 entry of this formula, charge and spin): 10.345 eV

***

Entry from the OMol25 dataset: a 6-piece molecular cluster, C4H16O9 overall at a distorted geometry (ωB97M-V/def2-TZVPD).

Structure (XYZ):
```
29
C4H16O9, DFT ωB97M-V/def2-TZVPD
O -1.10957 -1.96991 0.66205
C -0.92946 -1.76493 -0.50342
O 0.11865 -2.30912 -1.16189
C -1.63652 -0.78049 -1.40678
C -2.38372 0.28856 -0.59701
C -1.49600 1.13244 0.29950
O -0.64049 0.68289 1.01393
O -1.82360 2.42422 0.23798
H 0.71085 -2.81776 -0.59575
H -2.32175 -1.26973 -2.09818
H -0.86855 -0.38333 -2.07259
H -3.02233 -0.20655 0.13904
H -3.01818 0.87568 -1.25185
H -1.28661 3.05050 0.73773
O 3.84513 0.06336 -0.94822
H 3.20578 -0.62131 -0.73550
H 3.29656 0.81621 -1.18732
O 1.99752 -1.51256 1.46043
H 2.55928 -2.13558 1.92495
H 1.68222 -0.86143 2.09206
O -3.07844 -0.13747 2.57837
H -2.36827 0.07741 3.18963
H -2.89533 -1.05377 2.33887
O 1.46301 1.01880 -2.40684
H 2.30537 1.02474 -2.88142
H 1.57467 1.80193 -1.84895
O 2.04666 1.83458 1.21542
H 2.75703 1.52237 0.64894
H 1.31609 1.21023 1.15680
```

Summary:
* Kohn-Sham gap: 10.61 eV
* E_tot: -22836.0640 eV
* F_max: 1.23 eV/A
* net charge: 0
* relative energy (zero: lowest compared OMol25 entry of this formula, charge and spin): 0.000 eV

***

Entry from the OMol25 dataset: C4H6O as an isolated structure at a distorted geometry (ωB97M-V/def2-TZVPD).

Structure (XYZ):
```
11
C4H6O, DFT ωB97M-V/def2-TZVPD
C -0.18927 0.52586 1.13483
C 0.07603 -0.68420 0.27918
C -0.57121 -0.57322 -1.07264
O -0.00292 0.75683 -1.23276
C 0.78444 0.56105 -0.04140
H 0.16072 0.42111 2.15574
H -0.63297 1.45906 0.84744
H 0.59027 -1.52386 0.72427
H -1.66575 -0.58376 -1.10889
H -0.15203 -1.27364 -1.80541
H 1.78349 0.95864 -0.00063
```

Summary:
* Kohn-Sham gap: 10.15 eV
* E_tot: -6289.4491 eV
* F_max: 2.16 eV/A
* net charge: 0
* relative energy (zero: lowest compared OMol25 entry of this formula, charge and spin): 2.469 eV

***

- relative energy (zero: lowest compared OMol25 entry of this formula, charge and spin) of number 1 (C26H46CeOP2)?
  10.345 eV